Arrangement i

52
Properties=species:S:1:pos:R:3:lowdin_charge:R:1 method="wB97M-V/def2-TZVPD" homo_lumo_gap_ev=8.4 lumo_ev=0.564 e_homo_ev=-7.8804 smiles="Cc1ccc(S(=O)(=O)N2CCN(CC(=O)N/N=C/c3ccc(C)o3)CC2)cc1"
N 1.147 -1.606 0.281 0.078
H -0.329 2.023 3.985 0.120
O 3.893 -1.083 -1.908 0.090
H -2.023 -0.488 5.225 0.122
H 0.068 -2.088 4.050 0.127
H 1.024 1.234 3.175 0.127
C -2.625 0.695 3.518 -0.177
H -0.182 0.213 -3.051 0.102
H 6.001 -1.593 -3.625 0.086
H 3.167 -1.095 0.549 0.121
C 2.644 -1.426 -1.504 -0.246
N -2.209 0.955 2.154 -0.218
C -0.050 1.173 3.351 -0.149
H -0.725 2.325 1.639 0.127
H -0.249 -1.753 1.645 0.094
O -4.164 -0.322 1.257 -0.273
H -3.919 1.878 -0.303 0.118
S -2.744 -0.243 1.096 0.706
H -1.629 3.355 -4.215 0.080
C -1.761 1.654 -2.920 -0.262
H 5.082 -0.992 -5.016 0.083
H -1.965 -1.334 3.662 0.104
H -0.443 2.083 -4.552 0.078
H -2.132 1.865 -5.005 0.089
C 2.733 -1.649 -3.719 -0.023
C 0.603 -1.140 3.960 -0.086
C 5.217 -0.906 -3.942 -0.008
C 3.943 -1.218 -3.245 -0.324
C -1.467 2.280 -4.248 -0.045
C -3.105 1.536 -0.922 -0.046
C 1.890 -1.785 -2.598 -0.019
O -2.006 -1.475 1.274 -0.302
O 2.612 -0.823 2.677 0.063
C 1.443 -1.157 2.678 -0.456
C -1.005 0.582 -2.458 -0.017
H -3.409 2.954 -2.491 0.116
H -2.586 1.630 4.081 0.128
H -0.705 -0.850 -0.881 0.082
H 5.543 0.105 -3.699 0.085
C -2.815 2.124 -2.139 -0.027
C -1.752 -0.382 4.164 -0.163
H 2.484 -1.845 -4.742 0.108
C -1.292 -0.018 -1.243 -0.046
N 0.755 -1.567 1.579 0.049
N -0.340 -0.041 4.071 -0.147
H 1.320 -1.067 4.789 0.127
C 2.342 -1.361 -0.105 -0.050
H 0.874 -2.117 -2.579 0.107
H -0.353 0.636 1.262 0.093
C -0.799 1.295 2.010 -0.160
C -2.340 0.471 -0.487 -0.280
H -3.660 0.357 3.465 0.116

Arrangement ii

52
Properties=species:S:1:pos:R:3:lowdin_charge:R:1 method="wB97M-V/def2-TZVPD" homo_lumo_gap_ev=9.5 lumo_ev=0.448 e_homo_ev=-9.0650 smiles="CC[C@H]1CCCCN1S(=O)(=O)c1ccc(C(=O)Nc2nnc(C3CC3)o2)cc1"
O -1.740 2.659 -2.641 -0.278
S -1.823 1.693 -1.584 0.685
H -3.998 0.223 -3.147 0.120
H 2.063 -5.760 3.058 0.102
C -3.488 -1.780 -2.573 -0.186
H -1.924 0.927 -4.058 0.131
N -1.418 0.207 -2.229 -0.206
N 1.133 -1.929 2.022 0.114
C 1.526 -4.857 2.813 -0.099
H 3.796 0.811 3.537 0.172
H -0.942 0.206 -6.150 0.077
C -0.433 1.908 -0.470 -0.267
H -4.534 -2.089 -2.516 0.111
O -3.029 1.669 -0.800 -0.285
H -1.096 -2.003 -4.046 0.102
H -2.095 -1.128 -6.164 0.067
N 1.488 -0.646 1.779 0.113
H 2.935 1.995 -0.551 0.125
O 3.675 2.917 2.306 0.121
C 1.729 2.018 1.218 -0.167
C 0.460 -4.379 3.734 -0.099
C -1.101 -0.825 -5.843 -0.094
N 3.046 0.834 2.856 0.201
H -3.599 -0.602 -0.774 0.100
C 0.839 1.923 -1.005 -0.033
C -2.978 -1.399 -1.185 -0.171
C -1.921 -0.053 -3.570 -0.344
H 0.295 2.103 2.812 0.127
C -1.542 -0.890 -1.290 -0.182
H 1.396 -4.678 1.758 0.104
C 1.930 1.989 -0.157 0.004
C 2.899 2.011 2.139 -0.413
C 2.370 -0.335 2.672 -0.360
H -1.182 -0.533 -0.324 0.112
C 0.442 2.048 1.744 -0.020
H -0.374 -1.453 -6.354 0.071
C -0.645 1.994 0.891 -0.039
C 1.813 -2.338 3.040 -0.305
H -2.913 -2.626 -2.956 0.105
H 0.955 1.877 -2.076 0.120
H -3.692 -0.852 -4.518 0.111
O 2.638 -1.360 3.516 0.165
H -3.013 -2.256 -0.511 0.114
H -0.390 -3.879 3.300 0.104
H 0.246 -4.946 4.626 0.102
C 1.778 -3.645 3.677 -0.202
H 2.459 -3.733 4.513 0.144
H -0.876 -1.691 -1.623 0.130
C -3.360 -0.584 -3.514 -0.133
H 0.067 -0.677 -4.046 0.116
H -1.659 1.998 1.259 0.117
C -0.948 -0.961 -4.333 -0.202

Q: Which of them is the most stable? A: arrangement ii.

Arrangement i

18
Properties=species:S:1:pos:R:3:lowdin_charge:R:1 method="wB97M-V/def2-TZVPD" homo_lumo_gap_ev=9.7 lumo_ev=0.651 e_homo_ev=-9.0298
N -1.684 -0.817 -0.439 0.059
C 1.450 0.157 -1.003 -0.405
O -4.050 -0.537 -0.602 0.026
H -2.552 0.512 1.847 0.088
H 1.669 0.213 1.117 0.104
O 3.186 -1.015 0.011 0.006
C -2.322 0.651 0.836 -0.045
H -2.368 1.902 0.518 0.191
H 0.863 -0.898 -1.105 0.138
H -1.386 -1.551 -1.246 0.235
S 0.057 1.264 -0.644 0.881
C 2.425 0.138 0.249 -0.274
H -0.328 -0.284 1.020 0.040
C -2.883 -0.312 -0.198 -0.494
H 3.877 -1.032 0.493 -0.026
C -0.985 0.069 0.381 -0.557
H 1.892 0.609 -1.608 -0.080
H 3.139 0.931 0.375 0.113

Arrangement ii

18
Properties=species:S:1:pos:R:3:lowdin_charge:R:1 method="wB97M-V/def2-TZVPD" homo_lumo_gap_ev=9.3 lumo_ev=0.551 e_homo_ev=-8.7159
H 1.196 -1.442 -1.184 0.068
H 1.836 0.337 1.002 0.145
C -1.292 -0.500 1.422 -0.511
H 1.275 2.558 -0.767 -0.121
H -0.804 -0.202 -2.157 0.060
N -1.413 0.310 0.368 0.046
C 1.096 -0.473 0.588 -0.217
H 0.032 -2.265 1.417 0.162
H 0.971 0.202 -2.242 0.106
O -2.212 -0.965 2.022 0.082
H 0.387 -0.955 2.562 0.098
H -2.387 0.615 0.265 0.176
O 1.704 -1.228 -0.411 -0.046
S 0.218 2.453 0.101 0.698
C -0.065 0.504 -1.863 -0.120
C -0.274 0.693 -0.350 -0.655
H -0.406 1.481 -2.321 0.079
C 0.138 -1.124 1.551 -0.050

Arrangement iii

18
Properties=species:S:1:pos:R:3:lowdin_charge:R:1 method="wB97M-V/def2-TZVPD" homo_lumo_gap_ev=9.2 lumo_ev=-0.265 e_homo_ev=-9.4773
O 0.331 -3.053 1.517 -0.483
C -0.664 -0.256 -0.151 -0.111
H 1.209 0.680 0.219 0.062
H 0.079 1.325 -2.483 0.095
C -2.080 -1.764 0.973 -0.091
H -1.534 -0.195 -0.901 0.135
N -0.852 -1.027 0.869 -0.197
H -1.740 -2.833 1.050 0.094
H -2.553 -1.401 1.889 0.095
H 2.460 2.206 -0.772 0.090
C 0.464 0.686 -0.523 -0.079
C 1.807 2.537 -1.627 -0.085
S 0.827 -1.767 1.973 0.805
H 2.227 2.705 -2.588 0.051
C 0.702 1.480 -1.614 -0.123
H -2.721 -1.418 0.143 0.085
H 1.355 3.554 -1.355 0.104
O 0.684 -1.460 3.383 -0.449

Q: Which of them is the most stable? A: arrangement ii.

Arrangement i

18
Properties=species:S:1:pos:R:3:lowdin_charge:R:1 method="wB97M-V/def2-TZVPD" homo_lumo_gap_ev=8.7 lumo_ev=0.557 e_homo_ev=-8.1522 smiles="CN1SC1(C)C.O=C=O"
H 2.030 -2.498 0.136 0.075
H 1.351 0.916 1.873 0.049
O -4.184 1.300 -0.459 0.204
C 0.968 -0.528 0.220 -0.830
H 1.123 -2.087 -1.257 0.108
H -1.640 1.287 -0.235 0.045
C -4.426 0.189 -0.612 -0.448
C -0.542 1.339 -0.403 -0.154
H 2.572 -0.396 1.382 0.085
H 2.426 1.032 0.510 0.060
H -0.121 1.960 0.515 0.121
S -0.648 -0.930 0.959 0.867
H 2.874 -1.238 -0.788 0.107
C 1.848 0.397 1.106 -0.070
C 1.820 -1.587 -0.471 -0.085
N -0.114 -0.024 -0.392 -0.470
H -0.557 1.756 -1.450 0.098
O -4.780 -0.888 -0.634 0.236

Arrangement ii

18
Properties=species:S:1:pos:R:3:lowdin_charge:R:1 method="wB97M-V/def2-TZVPD" homo_lumo_gap_ev=8.7 lumo_ev=-0.288 e_homo_ev=-9.0133
H 0.781 -3.311 0.441 0.151
N 1.784 -1.542 0.825 -0.351
H -2.112 -1.396 0.705 0.076
O 1.876 2.382 -0.261 -0.020
O 0.782 -1.937 -1.226 -0.095
H -0.729 1.928 0.536 0.065
C -1.287 0.092 -0.549 -0.321
H 2.822 2.483 -0.426 0.109
H -0.522 -0.574 -0.970 0.072
C -1.835 -0.347 0.804 -0.110
C 1.620 1.104 -0.012 -0.471
H -0.540 2.148 -1.218 0.116
H -2.055 0.118 -1.380 0.144
H -1.075 -0.432 1.558 0.056
H -2.516 0.396 1.322 0.099
S 2.536 -0.198 0.313 0.981
C 1.117 -2.279 -0.086 -0.530
C -0.648 1.366 -0.374 0.030

Arrangement iii

18
Properties=species:S:1:pos:R:3:lowdin_charge:R:1 method="wB97M-V/def2-TZVPD" homo_lumo_gap_ev=11.3 lumo_ev=0.118 e_homo_ev=-11.1440 smiles="CC(C)(C)S(=O)(=O)C#N"
H -0.142 -1.543 -1.148 0.047
H -0.090 -0.090 -2.049 0.104
C 0.441 -0.705 -1.285 -0.091
N -2.864 -1.780 0.058 0.173
O -1.618 1.271 -1.306 -0.329
H 0.941 1.978 -0.759 0.087
C 0.368 -0.016 0.019 -0.631
H 2.338 1.126 -0.438 0.104
C -2.364 -0.757 0.000 -0.273
H -0.486 -0.586 1.893 0.121
H 1.437 -1.099 -1.547 0.121
H 1.314 1.830 0.895 0.105
H 0.581 -1.807 1.105 0.031
H 1.302 -0.492 2.052 0.080
C 1.299 1.209 -0.049 -0.082
C 0.568 -0.839 1.356 0.002
S -1.322 0.659 -0.002 0.784
O -1.701 1.641 1.205 -0.352

Q: Which of them is the most stable? A: arrangement i.

Arrangement i

39
Properties=species:S:1:pos:R:3:lowdin_charge:R:1 method="wB97M-V/def2-TZVPD" s2=0.760 spin_multiplicity=2 homo_lumo_gap_ev="9.8 / 2.6" total_charge=+1 lumo_ev="-3.591 / -10.720" e_homo_ev="-13.3492 / -13.3490"
H 0.228 -3.785 -1.351 0.037
H 1.134 2.000 -1.888 0.040
H 3.057 0.435 -0.869 0.066
H -1.145 -0.657 -0.006 0.017
H 2.284 -1.370 0.976 0.061
H -2.619 0.401 2.542 0.031
H -0.133 0.117 -2.398 0.013
O -2.472 -0.316 3.158 -0.035
O 1.421 2.539 -2.625 0.280
H -0.855 3.102 -0.642 -0.008
H -0.683 4.479 -0.037 0.067
H 0.670 0.796 2.766 -0.016
H 1.280 -0.279 3.641 0.015
O 1.509 -1.751 0.563 -0.036
O -2.344 2.212 -1.746 -0.027
H 0.519 -2.315 -1.570 -0.019
H -1.881 -3.101 0.027 0.083
H -0.115 -2.759 3.065 0.088
H -1.676 -0.744 2.842 -0.041
O -0.767 0.025 -0.560 -0.034
O 0.295 -3.121 -2.037 -0.036
H 0.013 0.314 -0.086 -0.003
O -0.357 3.580 0.021 -0.032
H -2.039 1.351 -1.458 -0.005
O -1.936 -2.272 0.502 -0.016
H 0.951 2.200 0.624 0.027
O -0.155 0.171 -3.354 0.213
H -2.089 2.261 -2.668 0.048
H 1.909 1.938 -3.187 0.095
H 1.023 -2.149 1.286 0.019
O 2.341 0.121 -1.423 -0.019
H -1.064 -2.197 2.028 0.002
O 1.023 0.643 3.643 -0.043
O 1.209 1.326 0.914 -0.041
H -2.688 -1.824 0.117 0.089
H 1.806 -0.418 -0.840 -0.018
H 2.157 1.383 1.035 0.077
H 0.562 -0.395 -3.642 0.104
O -0.369 -1.943 2.636 -0.046

Arrangement ii

39
Properties=species:S:1:pos:R:3:lowdin_charge:R:1 method="wB97M-V/def2-TZVPD" s2=0.755 spin_multiplicity=2 homo_lumo_gap_ev="10.9 / 3.0" total_charge=+1 lumo_ev="-3.228 / -11.152" e_homo_ev="-14.1526 / -14.1405"
H 2.153 2.337 0.785 0.076
O -2.878 -0.093 1.463 0.216
H -2.933 2.233 -0.182 0.065
O 1.401 0.342 0.238 0.053
H 1.876 -2.399 1.976 0.000
O 1.438 -3.113 0.198 -0.047
H 0.848 0.613 0.853 -0.098
O -2.834 -2.165 -0.679 -0.079
H -3.586 1.388 -1.074 0.012
H -2.557 -2.017 -1.622 0.067
H -0.182 2.647 0.916 -0.020
H 0.477 3.970 -1.734 0.097
H 1.873 3.842 0.053 0.095
O 0.817 0.899 2.555 0.044
H 1.407 -2.544 -0.609 0.006
H 2.934 -1.567 -1.859 0.022
H 1.295 -0.571 0.239 0.001
O -3.838 2.221 -0.700 -0.013
H -1.068 -1.326 -0.199 -0.013
O 1.946 -1.766 2.687 0.004
O -0.481 3.606 -1.609 -0.066
H 2.901 -1.749 2.987 0.108
H -2.058 -0.394 1.222 -0.001
H -1.540 2.672 1.138 -0.014
H -0.187 -0.250 -0.478 0.006
H 0.361 -2.129 -2.341 0.052
O 0.537 -3.130 -2.239 -0.114
O -0.821 -0.825 -0.923 -0.025
H 1.767 -3.740 -0.395 0.020
O 2.242 -0.984 -2.055 -0.057
O -0.914 2.151 0.881 0.133
H -3.166 0.114 0.560 0.064
H -0.464 -3.213 -2.396 0.085
H -0.417 2.617 -1.615 0.047
H -3.035 -3.119 -0.918 0.101
O 2.196 3.390 0.955 -0.126
H 0.306 1.536 3.180 0.170
H 1.587 0.522 2.797 -0.004
H 2.597 -0.007 -2.054 0.132

Q: Which of them is the most stable? A: arrangement i.

Arrangement i

6
Properties=species:S:1:pos:R:3:lowdin_charge:R:1 method="wB97M-V/def2-TZVPD" homo_lumo_gap_ev="10.7 / 5.1" lumo_ev="-0.334 / -2.734" e_homo_ev="-11.0247 / -7.8189"
H -0.804 -0.345 0.230 -0.114
S -3.176 0.024 -0.139 0.631
C -1.763 -0.092 0.505 -0.538
N 1.606 0.304 -0.283 -0.158
O 1.488 -0.640 0.411 0.090
O 2.649 0.749 -0.724 0.089

Arrangement ii

6
Properties=species:S:1:pos:R:3:lowdin_charge:R:1 method="wB97M-V/def2-TZVPD" homo_lumo_gap_ev=10.2 lumo_ev=-0.155 e_homo_ev=-10.3346
O -1.676 -1.010 0.707 -0.562
N 0.718 0.257 -0.026 -0.126
S -1.028 0.316 0.588 0.907
C 1.045 0.044 -1.143 -0.491
O 1.365 -0.157 -2.209 0.207
H -0.423 0.549 2.083 0.066

Q: Which of them is the most stable? A: arrangement ii.

Arrangement i

8
Properties=species:S:1:pos:R:3:lowdin_charge:R:1 method="wB97M-V/def2-TZVPD" homo_lumo_gap_ev=7.9 lumo_ev=-1.702 e_homo_ev=-9.6168
C -0.546 0.602 -0.987 0.076
H 1.368 0.377 1.345 0.088
H -0.916 0.663 -1.989 0.070
C 0.391 -1.439 -0.260 -0.122
N -0.007 -1.364 -1.371 -0.051
C -0.293 1.044 0.177 -0.171
C 0.300 0.301 1.158 0.023
H -0.297 -0.184 1.927 0.088

Arrangement ii

8
Properties=species:S:1:pos:R:3:lowdin_charge:R:1 method="wB97M-V/def2-TZVPD" homo_lumo_gap_ev=11.2 lumo_ev=0.669 e_homo_ev=-10.5478 smiles=CC#CC#N
N -3.672 0.014 -0.016 0.148
C -2.517 -0.018 0.007 -0.242
C -1.129 -0.025 0.049 -0.025
H 1.927 -0.577 -0.847 0.093
C 1.521 0.004 -0.008 -0.084
H 1.870 1.030 -0.093 0.085
C 0.077 -0.001 0.010 -0.058
H 1.923 -0.427 0.898 0.082

Q: Which of them is the most stable? A: arrangement ii.

Arrangement i

15
Properties=species:S:1:pos:R:3:lowdin_charge:R:1 method="wB97M-V/def2-TZVPD" homo_lumo_gap_ev=9.1 lumo_ev=0.880 e_homo_ev=-8.2140
H -0.530 -1.211 -1.836 0.081
H -0.459 1.172 -0.244 0.111
H 1.163 1.286 -1.239 0.126
H 0.557 1.927 1.454 0.079
N 1.272 1.743 0.748 -0.003
C -1.524 -0.443 0.464 -0.043
C 0.373 -0.686 -0.066 -0.609
H 0.884 -2.123 -1.381 0.100
N 0.333 -1.278 -1.315 0.095
H 1.829 0.988 1.163 0.067
H -1.787 0.376 1.143 0.020
O 1.131 -1.055 0.808 -0.023
N 0.601 1.194 -0.389 -0.048
H -2.243 -0.530 -0.360 0.019
H -1.599 -1.361 1.050 0.030

Arrangement ii

15
Properties=species:S:1:pos:R:3:lowdin_charge:R:1 method="wB97M-V/def2-TZVPD" homo_lumo_gap_ev=5.9 lumo_ev=-1.414 e_homo_ev=-7.3558
H 0.689 0.412 0.544 0.068
N 1.594 0.702 0.050 0.200
O -0.674 0.241 1.655 -0.328
C -1.481 -0.624 1.058 -0.538
H -1.714 -0.322 -0.059 0.078
H -2.364 -0.825 1.763 0.098
C 1.542 1.237 -1.183 -0.092
N 0.246 1.388 -1.823 0.085
H -0.468 1.170 -1.168 0.037
H -0.153 -2.061 0.297 0.005
H 0.131 0.574 -2.594 0.177
N -1.033 -2.121 0.792 -0.028
H 2.288 1.839 -1.661 0.123
H -0.873 -2.624 1.601 -0.012
H 2.270 1.014 0.728 0.126

Arrangement iii

15
Properties=species:S:1:pos:R:3:lowdin_charge:R:1 method="wB97M-V/def2-TZVPD" homo_lumo_gap_ev=10.1 lumo_ev=0.807 e_homo_ev=-9.2866
H 0.277 -2.576 0.771 0.075
C -0.015 -1.632 0.316 -0.115
N 0.974 -0.635 0.702 -0.038
O -2.191 -0.322 -2.673 -0.085
H 2.244 1.230 1.745 0.088
H -2.512 0.567 -2.470 0.027
C 0.586 0.703 0.594 -0.582
H -0.705 2.023 -0.110 0.046
H 1.887 -0.862 0.350 0.119
H 1.065 2.459 1.594 0.089
H -0.056 -1.785 -0.761 0.070
H -1.004 -1.392 0.672 0.077
N 1.400 1.559 1.305 0.117
H -1.518 -0.390 -1.971 -0.008
N -0.432 1.052 -0.063 0.120

Arrangement iv

15
Properties=species:S:1:pos:R:3:lowdin_charge:R:1 method="wB97M-V/def2-TZVPD" homo_lumo_gap_ev=10.1 lumo_ev=0.865 e_homo_ev=-9.2116 smiles="NC=O.NCN"
H 1.804 1.623 1.611 0.137
C 1.202 2.031 -0.209 -0.499
O 0.773 3.140 -0.049 0.027
N -1.354 -2.325 0.290 0.006
C -0.783 -1.035 0.315 -0.388
H 1.003 1.424 -1.054 0.087
H -1.419 -0.435 0.990 0.109
H 2.649 0.848 0.262 0.071
H -1.149 -0.846 -1.615 0.048
N -0.773 -0.215 -0.946 0.005
H 0.201 -1.146 0.778 0.096
H -0.866 -3.044 -0.224 0.074
H -2.173 -2.177 -0.210 0.037
N 2.071 1.536 0.619 0.129
H -1.186 0.621 -0.558 0.061

Q: Which of them is the most stable? A: arrangement iii.

Arrangement i

13
Properties=species:S:1:pos:R:3:lowdin_charge:R:1 method="wB97M-V/def2-TZVPD" homo_lumo_gap_ev=10.0 lumo_ev=0.585 e_homo_ev=-9.3979
N -1.212 -0.675 0.757 -0.337
H 0.648 -1.635 0.648 0.062
O -1.601 -0.941 -1.499 -0.305
S -2.086 0.059 -0.241 0.952
N 1.828 1.531 -0.446 0.184
H -0.984 -1.585 -1.149 0.019
N 1.578 -0.784 -0.764 0.032
H -0.472 1.329 -1.161 -0.005
H -1.613 -0.586 1.698 0.015
O 1.044 -1.919 -0.190 -0.051
C 1.738 0.346 -0.431 -0.336
H 2.468 2.235 -0.177 0.069
O -1.214 1.421 -0.608 -0.299

Arrangement ii

13
Properties=species:S:1:pos:R:3:lowdin_charge:R:1 method="wB97M-V/def2-TZVPD" homo_lumo_gap_ev="8.9 / 8.9" lumo_ev="-0.981 / -0.981" e_homo_ev="-9.9163 / -9.9159" smiles="N[C@H](N=O)S(N)(=O)=O"
H 0.577 2.228 0.927 0.097
S 0.916 0.013 0.517 0.582
N 1.068 1.613 0.265 -0.074
H -1.428 -1.437 0.599 0.034
C -0.679 -0.391 -0.501 -0.489
O 2.051 -0.590 -0.108 -0.294
N -1.763 -0.578 0.344 0.062
O 0.191 -1.499 -2.150 0.041
H -0.739 0.563 -1.250 0.177
H 1.146 1.962 -0.652 0.062
N -0.328 -1.644 -1.067 -0.026
O 0.738 -0.283 1.898 -0.282
H -1.749 0.043 1.177 0.112

Q: Which of them is the most stable? A: arrangement ii.